Molecular formula: C33H72BrN8O10
Method: DFT, ωB97M-V with the def2-TZVPD basis set

Values from the calculation:
**Gap between HOMO and LUMO**: 3.5 eV
**E_LUMO**: 1.86 eV
**Charge**: -1

Each line ends with the Löwdin charge.
CARTESIAN COORDINATES (ANGSTROEM)
O  -4.059  1.938  3.455  0.015
C  -3.893  0.961  2.689  -0.326
O  -4.557  0.827  1.526  -0.033
C  -3.814  0.352  0.394  -0.198
C  -3.386  1.457  -0.524  -0.192
C  -2.446  2.441  0.129  -0.218
C  -1.053  1.824  0.282  -0.295
C  -0.517  1.928  1.706  -0.239
C  0.482  0.809  2.056  -0.280
C  1.275  0.245  0.891  -0.287
C  2.028  -1.010  1.352  -0.536
Br  1.513  -2.605  0.310  0.643
H  -3.295  0.103  3.012  0.141
H  -4.502  -0.285  -0.147  0.105
H  -2.969  -0.263  0.678  0.110
H  -4.299  1.962  -0.829  0.107
H  -2.933  1.002  -1.394  0.112
H  -2.366  3.301  -0.527  0.088
H  -2.829  2.823  1.065  0.093
H  -1.154  0.790  -0.053  0.058
H  -0.371  2.339  -0.390  0.090
H  -1.381  1.751  2.351  0.017
H  0.008  -0.010  2.610  0.086
H  1.216  1.230  2.742  0.082
H  0.645  -0.047  0.070  0.054
H  2.040  0.947  0.597  0.112
H  3.098  -0.907  1.316  0.051
H  1.730  -1.272  2.350  0.032
C  2.752  5.625  3.763  -0.009
C  1.917  4.683  2.917  -0.578
O  2.289  4.207  1.862  0.003
N  0.680  4.341  3.351  0.002
C  -0.007  4.811  4.527  -0.085
H  3.703  5.781  3.262  0.072
H  2.251  6.588  3.884  0.068
H  2.939  5.200  4.750  0.080
H  0.216  3.656  2.728  0.063
H  -0.259  3.982  5.192  0.077
H  -0.938  5.304  4.230  0.074
H  0.606  5.528  5.067  0.052
C  -8.068  -3.178  -0.569  -0.008
C  -7.345  -2.218  -1.486  -0.542
O  -6.161  -2.343  -1.750  0.026
N  -8.062  -1.193  -2.012  0.012
C  -9.464  -0.880  -1.812  -0.077
H  -7.361  -3.928  -0.236  0.080
H  -8.463  -2.655  0.302  0.086
H  -8.887  -3.672  -1.094  0.082
H  -7.519  -0.589  -2.607  0.141
H  -9.992  -0.891  -2.768  0.081
H  -9.568  0.113  -1.373  0.085
H  -9.927  -1.603  -1.151  0.069
C  1.365  -8.702  -1.096  -0.013
C  2.157  -7.435  -1.332  -0.549
O  2.853  -7.294  -2.329  0.009
N  2.067  -6.465  -0.394  0.023
C  1.302  -6.480  0.842  -0.080
H  1.541  -9.375  -1.928  0.078
H  1.681  -9.190  -0.174  0.082
H  0.298  -8.485  -1.038  0.083
H  2.611  -5.639  -0.597  0.119
H  0.591  -5.653  0.848  0.060
H  1.984  -6.355  1.684  0.087
H  0.764  -7.413  0.958  0.068
C  1.973  7.673  0.222  -0.010
C  0.728  7.887  1.049  -0.551
O  0.584  8.887  1.754  -0.011
N  -0.222  6.931  0.973  0.031
C  -0.211  5.701  0.180  -0.057
H  2.639  8.515  0.383  0.076
H  2.481  6.755  0.523  0.077
H  1.728  7.613  -0.838  0.080
H  -1.028  7.118  1.545  0.135
H  -1.055  5.702  -0.513  0.077
H  -0.297  4.830  0.820  0.059
H  0.707  5.616  -0.386  0.075
C  -0.867  -2.901  -2.996  -0.016
C  -1.715  -2.443  -1.830  -0.550
O  -1.363  -1.542  -1.094  0.011
N  -2.902  -3.073  -1.626  0.021
C  -3.517  -4.143  -2.381  -0.087
H  0.035  -2.297  -3.013  0.073
H  -0.589  -3.951  -2.884  0.078
H  -1.400  -2.770  -3.939  0.084
H  -3.411  -2.715  -0.833  0.127
H  -4.480  -3.795  -2.756  0.059
H  -3.687  -5.009  -1.737  0.080
H  -2.898  -4.449  -3.219  0.070
C  5.450  -3.133  -4.325  -0.008
C  4.683  -2.533  -3.167  -0.554
O  5.146  -1.649  -2.467  0.032
N  3.449  -3.052  -2.942  0.021
C  2.786  -4.103  -3.695  -0.067
H  6.420  -2.653  -4.396  0.082
H  5.599  -4.200  -4.163  0.067
H  4.917  -2.986  -5.264  0.087
H  2.948  -2.658  -2.159  0.062
H  1.850  -3.728  -4.117  0.071
H  2.558  -4.954  -3.054  0.057
H  3.416  -4.448  -4.507  0.057
C  5.074  -7.173  -4.910  -0.017
C  6.444  -6.907  -5.492  -0.556
O  6.628  -6.072  -6.360  0.026
N  7.482  -7.639  -5.001  0.003
C  7.451  -8.661  -3.973  -0.080
H  4.362  -6.518  -5.400  0.075
H  4.773  -8.207  -5.083  0.087
H  5.051  -6.972  -3.839  0.074
H  8.367  -7.414  -5.425  0.135
H  8.093  -8.377  -3.137  0.081
H  7.810  -9.611  -4.374  0.079
H  6.442  -8.799  -3.603  0.071
C  0.544  9.768  4.919  -0.014
C  0.105  8.969  6.123  -0.546
O  0.736  7.992  6.489  0.026
N  -1.027  9.356  6.772  0.002
C  -1.893  10.475  6.460  -0.085
H  1.444  9.316  4.522  0.074
H  -0.218  9.743  4.139  0.075
H  0.757  10.805  5.185  0.082
H  -1.263  8.771  7.556  0.134
H  -1.944  11.163  7.306  0.077
H  -2.904  10.122  6.245  0.080
H  -1.522  11.012  5.596  0.070



Molecular formula: C33H72N2O7
Method: DFT, ωB97M-V with the def2-TZVPD basis set

Values from the calculation:
**Structure (SMILES)**: CCN(CC)CC.CCN(CC)CC.CC(C)=O.CC(C)=O.CC(C)=O.CC(C)=O.CC(C)=O.CC(C)=O.CC(C)=O
**Gap between HOMO and LUMO**: 8.4 eV
**E_LUMO**: 0.26 eV
**ΔE to the lowest compared entry with this formula, charge and spin**: 236.3 kJ/mol

Each line ends with the Löwdin charge.
CARTESIAN COORDINATES (ANGSTROEM)
C  -4.708  -3.943  -3.713  -0.087
C  -4.113  -3.131  -2.597  -0.254
N  -3.288  -3.980  -1.750  -0.208
C  -4.031  -5.007  -1.116  -0.317
C  -3.365  -6.383  -1.308  -0.063
C  -2.411  -3.372  -0.757  -0.224
C  -1.219  -2.547  -1.369  -0.070
H  -3.911  -4.320  -4.354  0.083
H  -5.369  -3.259  -4.244  0.071
H  -5.304  -4.791  -3.377  0.067
H  -3.608  -2.280  -3.055  0.091
H  -4.916  -2.792  -1.942  0.114
H  -4.213  -4.778  -0.066  0.108
H  -5.101  -4.992  -1.322  0.107
H  -2.474  -6.510  -0.693  0.065
H  -4.008  -7.223  -1.044  0.065
H  -3.165  -6.406  -2.380  0.070
H  -1.954  -4.128  -0.119  0.115
H  -2.955  -2.592  -0.225  0.110
H  -0.651  -2.250  -0.487  0.055
H  -1.465  -1.778  -2.102  0.051
H  -0.581  -3.229  -1.931  0.060
C  -1.135  1.201  -3.394  -0.079
C  -2.282  2.198  -3.931  -0.171
N  -3.642  1.540  -4.105  -0.166
C  -4.251  1.388  -2.797  -0.242
C  -5.716  0.809  -2.854  -0.072
C  -3.482  0.291  -4.951  -0.246
C  -4.654  0.018  -5.879  -0.088
H  -0.134  1.605  -3.547  0.056
H  -1.045  0.224  -3.868  0.044
H  -1.121  0.990  -2.325  0.036
H  -2.432  3.036  -3.251  0.070
H  -1.872  2.615  -4.851  0.102
H  -3.619  0.660  -2.289  0.102
H  -4.217  2.353  -2.291  0.094
H  -6.202  0.934  -1.886  0.062
H  -6.254  1.398  -3.597  0.071
H  -5.819  -0.261  -3.034  0.052
H  -3.180  -0.598  -4.398  0.085
H  -2.571  0.355  -5.547  0.106
H  -4.785  0.883  -6.529  0.072
H  -5.562  -0.051  -5.279  0.045
H  -4.531  -0.836  -6.544  0.073
C  2.429  -3.519  3.503  -0.016
C  2.730  -3.554  4.975  -0.466
C  3.116  -2.266  5.679  -0.020
O  2.579  -4.566  5.653  0.052
H  1.489  -2.994  3.337  0.080
H  2.332  -4.522  3.088  0.088
H  3.200  -3.011  2.922  0.053
H  2.756  -2.222  6.707  0.085
H  2.754  -1.355  5.202  0.053
H  4.204  -2.270  5.604  0.082
C  4.574  5.218  2.370  -0.002
C  3.118  4.676  2.246  -0.480
C  1.929  5.601  2.520  -0.016
O  2.855  3.564  2.044  0.073
H  5.406  4.532  2.207  0.070
H  4.656  5.781  3.299  0.080
H  4.827  5.962  1.614  0.076
H  2.120  6.581  2.958  0.083
H  1.074  5.058  2.922  0.072
H  1.373  5.752  1.594  0.062
C  1.865  1.299  -0.496  0.002
C  2.015  0.054  0.359  -0.442
C  1.123  -0.182  1.559  0.004
O  3.059  -0.617  0.241  0.012
H  0.846  1.639  -0.681  0.061
H  2.469  1.188  -1.397  0.072
H  2.286  2.086  0.129  0.067
H  1.566  -1.046  2.054  0.054
H  0.168  -0.448  1.107  0.082
H  1.187  0.617  2.298  0.079
C  2.290  1.618  5.437  -0.017
C  0.854  1.522  5.936  -0.514
C  0.228  0.124  6.105  -0.010
O  0.156  2.455  5.994  0.099
H  2.857  1.038  6.166  0.087
H  2.593  2.664  5.395  0.081
H  2.460  1.350  4.395  0.059
H  -0.797  0.157  6.474  0.082
H  0.878  -0.571  6.635  0.062
H  0.054  -0.231  5.089  0.076
C  5.184  -1.216  2.735  -0.027
C  5.487  -0.056  3.674  -0.424
C  5.108  1.401  3.225  -0.022
O  5.839  -0.270  4.839  0.026
H  4.147  -1.137  2.408  0.046
H  5.368  -2.206  3.153  0.081
H  5.855  -1.112  1.882  0.091
H  4.218  1.387  2.596  0.053
H  5.917  1.826  2.629  0.077
H  4.998  2.066  4.081  0.074
C  -0.516  3.880  1.037  -0.026
C  -1.620  3.176  0.238  -0.489
C  -2.638  4.056  -0.404  -0.008
O  -1.702  1.980  0.162  0.060
H  0.381  4.043  0.439  0.078
H  -0.194  3.322  1.916  0.087
H  -0.779  4.920  1.229  0.069
H  -3.587  3.628  -0.082  0.097
H  -2.683  3.895  -1.482  0.060
H  -2.485  5.066  -0.025  0.079
C  3.455  0.196  -4.620  -0.030
C  2.189  -0.618  -4.438  -0.466
C  2.252  -1.546  -3.192  0.001
O  1.279  -0.509  -5.243  0.051
H  4.255  -0.497  -4.883  0.084
H  3.710  0.794  -3.745  0.077
H  3.291  0.767  -5.534  0.081
H  3.136  -2.156  -3.376  0.083
H  1.403  -2.228  -3.154  0.066
H  2.367  -1.077  -2.214  0.051



Quick rundown of HOMO level, same order as above: -1.684; -8.144 eV